1.
93
Properties=species:S:1:pos:R:3 method="wB97M-V/def2-TZVPD" energy_ev=-279658.4392 e_above_lowest_kj_mol=37.6 multiplicity=1 e_homo_ha=0.003 total_charge=-2
Cu -0.10464 1.85884 2.04362
O -1.56670 -1.76847 -6.08172
C -0.65305 -0.87109 -5.43303
C -1.17890 -0.52285 -4.04345
C -1.50374 -1.82000 -3.26827
O -0.53479 -2.83185 -3.50954
C -2.43074 0.34397 -4.18238
Se -2.91818 1.02366 -2.42340
C -0.04408 0.23711 -3.33644
Se -0.68518 1.68859 -2.17582
H -1.27158 -1.89337 -6.98715
H -0.54629 0.05108 -6.01580
H 0.33020 -1.33940 -5.33456
H -2.50234 -2.17300 -3.54563
H -1.50657 -1.63131 -2.19381
H -0.73873 -3.21029 -4.37077
H -3.26724 -0.23388 -4.57672
H -2.23724 1.19716 -4.83474
H 0.61918 0.72411 -4.05317
H 0.54456 -0.45415 -2.73691
C 2.44666 -0.71061 2.38772
Ge 1.90064 0.85517 1.26253
C 3.56052 1.97821 1.52958
C 3.46593 3.20488 2.18906
C 4.58465 3.99947 2.42090
C 5.83599 3.58149 1.98924
C 5.95637 2.36264 1.33129
C 4.83184 1.57744 1.11096
C 2.39825 0.07724 -0.54669
C 2.37259 -1.28793 -0.72480
C 2.76806 -1.90426 -1.93431
C 3.21636 -1.15420 -2.98344
C 3.22197 0.25833 -2.88317
C 3.58901 1.07395 -3.98398
C 3.50049 2.43545 -3.91360
C 3.04303 3.04941 -2.72676
C 2.70827 2.28674 -1.64275
C 2.78766 0.86824 -1.67559
H 3.40521 -1.13281 2.07168
H 1.68013 -1.48794 2.34992
H 2.53550 -0.37362 3.42339
H 2.48807 3.53771 2.52789
H 4.47824 4.94743 2.93825
H 6.71082 4.19914 2.16216
H 6.92963 2.02675 0.98780
H 4.94281 0.63058 0.58928
H 2.03601 -1.92619 0.08388
H 2.70844 -2.98310 -2.02104
H 3.53324 -1.61900 -3.91186
H 3.92366 0.59018 -4.89687
H 3.77112 3.04532 -4.76827
H 2.95406 4.12787 -2.67646
H 2.35428 2.75911 -0.73480
N -1.91386 1.47521 1.00996
C -2.92618 0.92941 0.98482
C -4.20629 0.27056 0.91799
C -4.31054 -1.07289 0.56671
C -5.56598 -1.65945 0.51561
C -6.70380 -0.91905 0.80547
C -6.59419 0.42271 1.15380
C -5.34697 1.01965 1.21420
H -3.39325 -1.62419 0.35514
H -5.63936 -2.70836 0.25825
H -7.68046 -1.38726 0.76744
H -7.48019 1.00178 1.38352
H -5.24347 2.06128 1.48971
C 0.23049 1.17638 5.38278
C 0.31468 2.63294 4.93326
C 0.01587 3.55233 6.12585
C -0.59700 2.88035 3.72882
H 0.89957 0.96145 6.22404
H 0.48011 0.50834 4.55681
H -0.79295 0.94210 5.69730
H 1.35468 2.82043 4.63151
H -1.01154 3.39053 6.47072
H 0.10347 4.60257 5.83473
H 0.69083 3.37368 6.97343
H -0.59396 3.96147 3.50331
H -1.63394 2.65778 4.04179
C -1.18873 -1.96173 0.66788
C -1.58341 -3.28576 0.63883
C -1.19710 -4.20783 -0.40142
C -1.68006 -5.49330 -0.46114
C -2.57753 -6.00477 0.49028
C -2.95516 -5.14307 1.52551
C -2.48890 -3.84866 1.61107
H -0.51351 -1.55340 -0.07629
H -1.46241 -1.30633 1.48586
H -0.51573 -3.85834 -1.17030
H -1.35081 -6.13098 -1.27905
H -2.94527 -7.02239 0.43515
H -3.63799 -5.49995 2.29409
H -2.80255 -3.22119 2.44112



2.
99
Properties=species:S:1:pos:R:3 method="wB97M-V/def2-TZVPD" energy_ev=-146371.0992 multiplicity=1 e_homo_ha=-0.409 total_charge=+1
O 3.11171 -1.77429 0.03220
P 2.67249 -3.33802 -0.03939
Br 1.49295 -3.36324 -1.92659
C 1.30419 -3.46536 1.28965
N -0.00866 -4.02103 0.78739
C -1.16583 -3.05335 0.73409
C -0.74539 -1.65518 0.35054
C 0.32025 -1.09789 1.31369
C 1.08669 -2.18128 2.08988
S 0.21530 -2.46314 3.66893
H 2.46879 -1.25056 -0.46049
H 1.70053 -4.20450 1.98616
H -0.29274 -4.77115 1.41560
H 0.08063 -4.48112 -0.13018
H -1.90402 -3.46490 0.04824
H -1.63098 -3.04622 1.71604
H -1.64674 -1.04844 0.43224
H -0.40750 -1.61107 -0.68280
H -0.14010 -0.40645 2.01693
H 1.04378 -0.50959 0.75549
H 2.06611 -1.78113 2.34438
H 0.84032 -3.53943 4.16631
N -5.47652 -1.75355 4.37879
C -4.22513 -2.19229 4.28185
C -3.23045 -1.50381 3.60479
C -3.54694 -0.30268 2.99203
C -4.84619 0.16600 3.08052
C -5.76823 -0.59575 3.78654
H -4.01663 -3.13879 4.77093
H -2.21780 -1.87757 3.52622
H -2.78590 0.25825 2.46342
H -5.13968 1.09899 2.61956
H -6.79610 -0.26535 3.88543
N -1.59486 2.32801 2.77696
C -0.73176 1.85921 3.67956
C -0.13833 2.63561 4.65947
C -0.45132 3.98597 4.70584
C -1.34038 4.49326 3.77481
C -1.88490 3.62844 2.83830
H -0.50966 0.79714 3.62230
H 0.54910 2.19411 5.36786
H -0.00871 4.62875 5.45548
H -1.61472 5.53833 3.76738
H -2.58084 3.99243 2.09790
N 0.36475 -0.83592 -5.90582
C 0.80734 0.30068 -6.43687
C 1.68199 1.16264 -5.78905
C 2.11837 0.82693 -4.51903
C 1.66342 -0.35467 -3.95287
C 0.79280 -1.14628 -4.68647
H 0.44151 0.52921 -7.43129
H 2.01079 2.07237 -6.27161
H 2.80099 1.47194 -3.98038
H 1.98133 -0.65421 -2.96388
H 0.41294 -2.08147 -4.28687
N -0.21236 -6.72031 -0.39157
C 0.59876 -7.39853 0.42450
C 0.60368 -8.77726 0.53190
C -0.28636 -9.49861 -0.24814
C -1.13611 -8.81186 -1.09942
C -1.06115 -7.42972 -1.13727
H 1.28643 -6.80324 1.02062
H 1.28704 -9.27167 1.20751
H -0.31536 -10.57844 -0.19381
H -1.84424 -9.33519 -1.72563
H -1.70558 -6.85925 -1.79551
N 7.06457 0.33292 -0.84913
C 6.00213 -0.46716 -0.87068
C 5.62452 -1.21296 -1.97694
C 6.39264 -1.12247 -3.12791
C 7.50118 -0.29326 -3.12093
C 7.79293 0.40927 -1.95974
H 5.42679 -0.51070 0.04742
H 4.75261 -1.84978 -1.93857
H 6.13159 -1.68786 -4.01338
H 8.12949 -0.19049 -3.99461
H 8.65371 1.06673 -1.91388
N -2.61621 6.14974 1.04995
C -2.11487 7.37026 1.23722
C -2.53929 8.49196 0.54244
C -3.54068 8.34103 -0.40299
C -4.07449 7.07963 -0.61054
C -3.58053 6.02452 0.13909
H -1.32802 7.44926 1.98057
H -2.09363 9.45722 0.73795
H -3.89843 9.19135 -0.96828
H -4.85612 6.91457 -1.33871
H -3.97396 5.02176 0.00291
N -0.14039 5.41380 -2.94706
C -0.53128 5.44080 -1.67505
C -0.67900 4.30540 -0.89140
C -0.40892 3.07382 -1.46518
C -0.00282 3.02719 -2.78979
C 0.11664 4.22312 -3.48259
H -0.73816 6.42410 -1.26495
H -1.00070 4.38822 0.13732
H -0.51708 2.16470 -0.88537
H 0.21607 2.08729 -3.28033
H 0.43288 4.23149 -4.52014



3.
93
Properties=species:S:1:pos:R:3 method="wB97M-V/def2-TZVPD" energy_ev=-62657.1871 multiplicity=1 e_homo_ha=-0.329 total_charge=+1
C -0.51235 -3.54129 -2.59939
C 0.37301 -3.00766 -1.47805
C 1.82219 -2.85305 -1.91704
C 0.21909 -3.83853 -0.20741
C 0.45413 -5.21714 -0.22809
C 0.25430 -5.97665 0.92364
C -0.22827 -5.36506 2.08043
C -0.49385 -3.99392 2.11421
C -1.14407 -3.40072 3.36876
C -0.53078 -3.91429 4.67769
C -2.64520 -3.67465 3.38263
C -0.23735 -3.22045 0.96471
N -0.61725 -1.80982 0.91720
P 0.39243 -0.40052 1.14595
H 0.43736 0.00743 -0.28533
N -1.04457 0.50697 1.55489
C -1.15607 1.69458 2.39884
C -1.05796 2.96301 1.80600
C -0.77905 3.08381 0.30548
C 0.54952 3.77185 0.00063
C -1.94756 3.75763 -0.40911
C -1.30739 4.11074 2.56573
C -1.64000 3.99953 3.91484
C -1.76924 2.73769 4.49327
C -1.54222 1.57713 3.75045
C -1.82020 0.22347 4.41496
C -3.31619 -0.07972 4.42839
C -1.28437 0.12503 5.85001
C -2.19878 -0.19513 1.24462
C -1.96238 -1.47927 0.89054
H -1.55870 -3.54398 -2.27388
H -0.43665 -2.90611 -3.48904
H -0.24349 -4.56897 -2.86992
H 0.01975 -2.00360 -1.23311
H 2.46134 -2.55422 -1.07696
H 2.22975 -3.78333 -2.33338
H 1.88395 -2.07255 -2.68434
H 0.78189 -5.69959 -1.15470
H 0.47504 -7.04907 0.92961
H -0.41933 -5.96545 2.97328
H -0.98034 -2.31741 3.32004
H 0.56373 -3.87745 4.65629
H -0.86642 -3.29107 5.51801
H -0.83856 -4.94815 4.88455
H -3.14368 -3.25196 2.50491
H -2.82677 -4.75803 3.37350
H -3.12181 -3.26112 4.28059
H -0.70430 2.06110 -0.07315
H 1.37226 3.24656 0.50039
H 0.74273 3.75801 -1.07981
H 0.55845 4.81277 0.34881
H -2.86777 3.18928 -0.23248
H -2.10947 4.77638 -0.03730
H -1.77501 3.79746 -1.49108
H -1.25714 5.09639 2.09198
H -1.79912 4.89343 4.52645
H -2.06812 2.64770 5.54046
H -1.30803 -0.53330 3.80871
H -3.73671 -0.10274 3.41856
H -3.52705 -1.04309 4.91053
H -3.84926 0.70027 4.98909
H -0.25246 0.48442 5.92630
H -1.90458 0.70375 6.54796
H -1.29564 -0.92179 6.18422
H -3.16811 0.26317 1.38360
H -2.70712 -2.23779 0.68939
F -0.18904 6.41736 -5.23120
C 0.58417 6.34892 -4.10810
F 1.41587 7.42352 -4.10045
F -0.26942 6.49939 -3.03096
C 1.31599 5.04317 -4.02285
C 2.65752 4.99928 -3.63841
C 3.23264 3.77092 -3.33740
C 2.49063 2.55015 -3.44525
C 3.06674 1.27682 -3.10426
C 3.13126 0.14601 -3.96010
C 4.14993 -0.85064 -3.76179
C 4.12652 -2.04293 -4.47101
C 3.10112 -2.30482 -5.40307
C 2.20375 -1.27600 -5.73154
C 2.26012 -0.04765 -5.08542
C 1.16162 2.64483 -3.94567
C 0.59140 3.87387 -4.23935
H 3.22009 5.92507 -3.52526
H 4.29287 3.73100 -3.06231
H 3.70139 1.26021 -2.21220
H 4.97027 -0.63080 -3.07185
H 4.89978 -2.79943 -4.30782
H 3.02003 -3.28097 -5.88595
H 1.46645 -1.44016 -6.52352
H 1.66445 0.77938 -5.46636
H 0.58185 1.72738 -4.07753
H -0.43817 3.92520 -4.59790



- What is the multiplicity in the third record?
  1